{
  "formula": "C6H10O",
  "method": "the ωB97M-V functional and the def2-TZVPD basis",
  "spin_multiplicity": 1,
  "smiles": "CC(=O)C=C(C)C",
  "homo_lumo_gap_ha": [0.296, 0.296],
  "e_homo_ev": [-7.59, -7.59],
  "relative_energy_kj_mol": 339.3,
  "lumo_ev": [0.47, 0.47],
  "symbols": ["C", "C", "O", "C", "C", "C", "C", "H", "H", "H", "H", "H", "H", "H", "H", "H", "H"],
  "positions_angstrom": [[2.060, 1.016, -0.292], [1.419, -0.675, -0.705], [1.244, -1.138, -1.782], [0.709, -0.356, 0.500], [-0.685, -0.391, 0.398], [-1.506, 0.702, 1.011], [-1.357, -1.295, -0.581], [1.934, 1.625, 0.600], [1.626, 1.555, -1.131], [3.131, 0.875, -0.417], [1.246, -0.253, 1.436], [-1.838, 1.434, 0.263], [-2.411, 0.273, 1.448], [-0.983, 1.233, 1.808], [-1.203, -0.957, -1.620], [-0.956, -2.309, -0.543], [-2.430, -1.339, -0.395]],
  "forces_ev_per_angstrom": [[1.5, -0.4, -2.4], [-0.7, 3.4, 1.5], [0.9, -0.1, 0.2], [-3.2, -3.6, 1.4], [1.6, 0.5, 0.0], [-0.3, -0.3, 0.5], [0.1, 0.1, -0.5], [-0.4, -0.6, 0.1], [0.2, 0.1, -0.2], [0.3, 0.2, -0.3], [0.0, 0.6, -0.4], [0.1, -0.1, 0.0], [-0.1, 0.1, 0.0], [0.1, 0.0, -0.1], [-0.1, 0.0, 0.1], [-0.1, 0.1, 0.0], [0.0, 0.1, 0.0]]
}